Computed, not measured: 2 unconnected molecules or ions with the total composition C23H41BClIN2O6P, with wB97M-V/def2-TZVPD.

Values from the calculation:
- total charge = +1
- orbital gap (eV) = 8.65
- spin multiplicity = 1

CARTESIAN COORDINATES (ANGSTROEM)
C -2.74 -3.59 3.74
C -3.06 -4.74 2.65
C -4.04 -4.22 1.45
C -3.23 -3.91 0.09
C -4.16 -3.43 -1.12
C -4.60 -1.88 -1.06
C -3.40 -0.86 -1.45
C -3.76 0.55 -0.71
C -2.49 1.51 -0.49
C -1.49 1.12 0.69
I -2.15 -0.59 1.92
O -1.50 2.27 1.62
C -0.34 2.28 2.47
C 1.07 2.44 1.70
C 2.15 1.59 2.57
C 3.59 1.53 1.91
C 4.02 0.13 1.33
C 5.37 -0.14 0.62
C 6.36 1.04 0.45
C 7.73 0.73 -0.33
C 5.95 2.42 1.03
C 4.59 2.70 1.76
N 0.95 1.99 0.28
P 0.41 3.31 -0.86
O 1.88 3.91 -1.56
Cl -0.41 4.94 0.16
C 0.02 0.79 0.26
C 0.21 0.05 -1.15
B 1.04 -1.37 -0.99
O 2.46 -1.40 -1.32
O 0.44 -2.60 -0.57
H -1.69 -3.16 3.52
H -2.68 -3.99 4.82
H -3.45 -2.67 3.65
H -3.55 -5.60 3.24
H -2.05 -5.10 2.25
H -4.72 -5.12 1.22
H -4.69 -3.36 1.81
H -2.34 -3.20 0.28
H -2.76 -4.91 -0.23
H -3.56 -3.58 -2.09
H -5.07 -4.13 -1.14
H -5.53 -1.73 -1.70
H -4.92 -1.68 0.03
H -3.35 -0.72 -2.59
H -2.44 -1.34 -1.02
H -4.42 0.41 0.21
H -4.43 1.10 -1.48
H -1.99 1.62 -1.53
H -2.92 2.56 -0.28
H -0.24 1.40 3.19
H -0.44 3.22 3.14
H 1.40 3.54 1.81
H 2.26 2.18 3.56
H 1.76 0.55 2.81
H 3.29 -0.75 1.43
H 5.54 -1.21 0.22
H 7.43 0.50 -1.43
H 8.44 1.62 -0.24
H 8.19 -0.25 0.06
H 6.71 3.27 0.87
H 4.32 3.74 2.15
H 1.84 1.64 -0.14
H 2.46 4.19 -0.80
H 0.43 0.06 1.06
H 0.84 0.67 -1.91
H -0.75 -0.22 -1.70
H 2.75 -0.49 -1.51
H 1.15 -3.19 -0.24
C 0.18 2.90 -5.50
N -0.79 2.00 -4.81
O -1.66 1.50 -5.49
O -0.63 1.84 -3.61
H -0.08 2.96 -6.55
H 0.10 3.88 -5.03
H 1.18 2.48 -5.36



Computed, not measured: 2 unconnected molecules or ions with the total composition C8H7NOS, with wB97M-V/def2-TZVPD.

Values from the calculation:
- SMILES = C=C(C#N)c1cccs1.C=O
- energy relative to the best compared isomer or geometry (same formula, charge and spin) (kJ/mol) = 296.27
- orbital gap (eV) = 8.08
- spin multiplicity = 1

CARTESIAN COORDINATES (ANGSTROEM)
C 1.73 1.61 0.07
C 1.32 0.33 -0.13
C 1.82 -0.41 -1.30
N 2.14 -0.84 -2.29
C 0.73 -0.50 0.78
C 0.22 -1.79 0.58
C -0.27 -2.24 1.81
C -0.11 -1.40 2.87
S 0.78 -0.03 2.51
H 1.73 2.18 0.97
H 2.32 2.00 -0.71
H 0.17 -2.24 -0.40
H -0.89 -3.11 1.93
H -0.35 -1.63 3.84
C -1.30 1.99 -2.68
O -1.95 2.30 -1.75
H -1.76 1.70 -3.67
H -0.26 1.72 -2.62



Computed, not measured: a gas-phase ion, C10H19N3S (charge +2), with wB97M-V/def2-TZVPD.

Values from the calculation:
- SMILES = CC(=S)/C(C)=C\N=[N+]1CC[NH+](C)CC1
- total charge = +2
- energy relative to the best compared isomer or geometry (same formula, charge and spin) (kJ/mol) = 383.89
- orbital gap (spin up / spin down) (eV) = 6.50 / 6.20
- spin multiplicity = 1

CARTESIAN COORDINATES (ANGSTROEM)
C 5.19 0.75 -0.23
C 3.70 0.56 -0.01
S 2.76 1.97 0.42
C 3.10 -0.75 -0.02
C 3.99 -1.92 -0.18
C 1.69 -0.92 0.06
N 0.73 -0.15 -0.29
N -0.62 -0.10 -0.12
C -1.42 -1.02 0.71
C -2.75 -0.32 1.05
N -3.54 0.39 0.00
C -4.68 1.19 0.57
C -2.58 1.27 -0.77
C -1.29 0.53 -1.26
H 5.32 1.36 -1.09
H 5.67 1.14 0.66
H 5.62 -0.23 -0.32
H 4.92 -1.86 0.41
H 3.45 -2.94 0.09
H 4.26 -2.05 -1.23
H 1.55 -2.04 0.21
H -1.01 -1.26 1.68
H -1.71 -1.91 0.19
H -3.40 -1.02 1.52
H -2.58 0.50 1.76
H -4.06 -0.22 -0.72
H -5.52 0.67 1.05
H -4.28 1.82 1.28
H -5.09 1.94 -0.15
H -2.29 1.99 -0.02
H -3.03 1.68 -1.63
H -1.49 -0.29 -1.95
H -0.60 1.24 -1.68



Computed, not measured: a molecular structure, C26H22CrIN3O2, with wB97M-V/def2-TZVPD.

Values from the calculation:
- total charge = +1
- <S²> = 0.773
- orbital gap (spin up / spin down) (eV) = 7.47 / 7.77
- spin multiplicity = 2

CARTESIAN COORDINATES (ANGSTROEM)
Cr 0.17 0.82 0.61
C 0.49 2.59 -3.53
C -0.74 1.77 -3.28
N -1.59 1.57 -4.26
C -2.69 0.83 -4.05
C -3.02 0.27 -2.84
C -4.27 -0.56 -2.70
O -4.03 -1.82 -2.08
C -2.13 0.50 -1.76
C -2.49 0.05 -0.44
N -1.71 0.01 0.59
C -2.30 -0.54 1.78
C -3.20 -1.61 1.72
C -3.74 -2.14 2.87
C -3.39 -1.64 4.12
C -2.48 -0.60 4.20
C -1.94 -0.08 3.04
I -0.51 1.42 3.21
C -0.98 1.23 -1.99
O -0.06 1.50 -1.05
H 0.50 2.89 -4.57
H 1.39 2.02 -3.30
H 0.50 3.48 -2.89
H -3.33 0.66 -4.91
H -4.72 -0.68 -3.68
H -5.01 -0.05 -2.08
H -3.59 -2.39 -2.72
H -3.52 -0.27 -0.30
H -3.45 -2.04 0.76
H -4.44 -2.97 2.80
H -3.82 -2.06 5.02
H -2.18 -0.21 5.17
N 1.90 2.08 0.60
C 3.18 1.58 0.14
C 4.00 2.40 -0.62
C 5.23 1.94 -1.05
C 5.64 0.66 -0.70
C 4.81 -0.15 0.06
C 3.56 0.29 0.49
C 2.67 -0.67 1.21
C 3.25 -1.61 2.05
C 2.53 -2.69 2.54
C 1.20 -2.86 2.17
C 0.59 -1.90 1.38
C 1.28 -0.76 0.94
H 1.63 2.84 -0.02
H 2.03 2.51 1.52
H 3.67 3.40 -0.87
H 5.87 2.58 -1.65
H 6.60 0.28 -1.03
H 5.12 -1.16 0.28
H 4.30 -1.51 2.31
H 3.01 -3.41 3.19
H 0.65 -3.73 2.49
H -0.45 -2.04 1.11



Across the entries above, E takes the values -70357.34061; -22779.20832; -25963.23704; -72400.40325 eV, respectively.
Across the entries above, molar mass takes the values 645.73; 165.22; 213.35; 587.38 g/mol, respectively.
Across the entries above, max |F| takes the values 4.0; 4.7; 4.5; 0.9 eV/Å, respectively.